# 1
13
Properties=species:S:1:pos:R:3:forces:R:3:mulliken_charge:R:1 method="wB97M-V/def2-TZVPD" total_charge=-1 lumo_ev=4.037
O -1.37790 -3.57277 -1.43125 -0.463 -0.452 -0.291 -0.6046
C -0.49477 -2.94399 -0.87817 1.344 1.481 0.876 -0.0223
O -0.25285 -1.69147 -0.86939 -0.876 -1.173 -0.185 -0.5480
H 0.28982 -3.42472 -0.24084 -0.205 -0.890 -0.064 0.2328
H 0.16002 -0.35350 -0.80519 0.132 1.520 -1.462 0.4638
C -0.28955 1.33519 -0.01294 -0.760 -0.302 0.776 -0.3928
O 0.22879 0.65409 -1.11530 0.260 -0.310 1.194 -0.6066
C 0.74457 1.73368 1.05416 -0.428 -0.672 0.419 -0.8530
H -0.89883 2.20171 -0.28791 0.281 0.295 -0.414 0.2893
H -1.03467 0.68840 0.48398 0.120 -0.065 0.052 0.2473
H 1.29948 0.82116 1.32160 0.588 0.473 -0.632 0.2519
H 1.31641 2.60686 0.74053 0.497 -0.356 0.042 0.2337
H 0.30946 1.94537 2.04073 -0.490 0.451 -0.311 0.3085



# 2
15
Properties=species:S:1:pos:R:3:forces:R:3:mulliken_charge:R:1 method="wB97M-V/def2-TZVPD" lumo_ev=-0.382
C 3.02518 0.42056 0.01565 0.395 -0.406 0.093 -0.2746
C 1.77363 0.19268 0.51241 -0.780 0.999 0.701 -0.3338
C 1.59232 0.62912 -1.59478 1.574 1.091 -0.317 -0.0360
C -2.63927 -0.72677 1.12019 0.114 3.195 -1.704 -0.9119
C -2.20537 -0.39359 -0.31282 -2.117 -1.395 1.430 -0.0130
N 2.87950 0.66208 -1.31516 1.076 0.193 -1.298 -0.6481
N 0.87942 0.48088 -0.50092 0.050 -1.652 1.101 -0.1311
Cl -1.06075 0.63072 -0.60685 -0.421 0.771 -0.173 0.0616
H 4.03217 0.44201 0.51302 -1.377 -0.218 -0.600 0.3172
H 1.37678 0.03758 1.48821 0.098 -0.163 0.602 0.3584
H 1.16851 0.91320 -2.53178 -0.148 -0.112 -0.533 0.3467
H -3.73128 -0.57188 1.23210 0.593 -0.415 -0.100 0.3090
H -2.30373 -1.69476 1.32396 0.326 -1.438 0.897 0.2847
H -2.12166 0.08507 1.62890 -0.123 -0.513 1.156 0.2961
H -2.66544 -1.10690 -0.97212 0.740 0.061 -1.254 0.3746



# 3
9
Properties=species:S:1:pos:R:3:forces:R:3:mulliken_charge:R:1 method="wB97M-V/def2-TZVPD" lumo_ev=0.267
C 0.60672 -1.35193 -0.43338 -0.958 1.972 0.276 -0.2051
C -3.90215 0.98038 0.34849 0.316 -2.843 -0.842 0.6312
N 0.11904 -0.29352 -0.33385 -0.318 -0.531 -1.153 0.4335
N -0.56888 0.72311 -0.18441 0.340 -3.263 4.739 -0.7876
N -4.28228 -0.10387 -0.09396 -1.572 0.738 0.119 -0.2529
O -3.85683 2.00895 0.82778 0.280 2.428 0.883 -0.3001
F -3.54212 -1.14311 -0.48898 1.100 -0.342 -0.155 -0.0962
H 1.06744 -2.20979 -0.08334 0.839 -1.044 0.139 0.3650
H -0.73890 1.36454 -0.83108 -0.027 2.885 -4.006 0.2122



# 4
12
Properties=species:S:1:pos:R:3:forces:R:3:mulliken_charge:R:1 method="wB97M-V/def2-TZVPD" lumo_ev=0.947 smiles="N=C=N.CC=O"
C -0.36518 0.11889 1.31532 0.002 -0.010 0.070 -0.5766
C -0.42767 0.09112 -1.77512 -0.059 -0.145 -0.225 0.6959
N -1.15008 1.06258 -1.95351 0.239 -0.381 -0.059 -0.6311
N 0.14146 -0.98691 -1.65662 -0.440 0.485 -0.283 -0.5570
C 0.99827 -0.47577 1.04746 0.164 0.244 0.037 0.1615
O 1.87596 0.02700 0.38702 -0.440 -0.096 0.344 -0.4839
H -0.79891 0.66305 0.47678 0.282 -0.096 0.136 -0.0653
H -0.25236 0.83276 2.13745 -0.024 -0.102 0.064 0.2976
H -1.06150 -0.66507 1.62190 0.080 0.105 0.026 0.2741
H -1.21843 1.79147 -1.25575 0.111 -0.066 -0.057 0.2871
H 1.11280 -1.04732 -1.93639 -0.016 0.049 0.062 0.2815
H 1.17313 -1.43233 1.58070 0.101 0.013 -0.114 0.3164



# 5
12
Properties=species:S:1:pos:R:3:forces:R:3:mulliken_spin:R:1 method="wB97M-V/def2-TZVPD" s_squared=20.050 spin_multiplicity=9 total_charge=+1 lumo_ev="-4.862 / -5.633"
O 0.91226 -0.20676 -0.43132 2.295 -0.335 0.787 -0.1813
C 0.21530 1.44018 -0.01491 0.244 2.589 -3.435 -0.0412
C -0.11542 -1.16784 -0.29937 -0.286 -0.185 -0.768 -0.0162
O 0.44104 2.54017 -0.46424 1.014 -2.045 1.095 -0.0075
O -1.01189 0.99696 -0.20341 -0.901 -0.947 1.973 -0.0087
C -1.31653 -0.34999 0.17245 -0.358 0.058 -0.178 -0.0075
H 0.02489 -2.01081 0.39371 0.605 0.418 0.083 0.0177
H -0.26891 -1.61971 -1.29150 -0.245 0.222 0.249 0.0017
H -1.50007 -0.39240 1.25309 0.144 -0.046 -0.249 0.0002
H -2.22749 -0.63361 -0.36643 0.217 0.233 0.223 -0.0015
H 1.59548 1.39979 0.92370 -0.128 -0.562 0.531 -0.0262
Gd 3.25134 0.00401 0.32824 -2.602 0.602 -0.313 8.2705



# 6
7
Properties=species:S:1:pos:R:3:forces:R:3:mulliken_charge:R:1 method="wB97M-V/def2-TZVPD" lumo_ev=-1.884
O -0.41323 0.60407 1.03280 0.308 -0.025 -0.668 -0.4245
O 0.00727 0.56679 -1.44111 0.767 -0.026 0.919 -0.3688
P 0.53244 -0.05547 -0.08045 -1.462 -1.314 0.522 0.7566
S 2.39931 -0.31422 0.25014 -1.442 -0.083 -0.413 -0.2303
Cl -1.30782 -2.24782 -0.38781 1.756 1.781 0.371 -0.4642
H -0.46395 0.29488 1.95801 0.375 -0.208 -0.727 0.3685
H -0.75402 1.15177 -1.33158 -0.301 -0.125 -0.004 0.3627



# 7
18
Properties=species:S:1:pos:R:3:forces:R:3:mulliken_spin:R:1 method="wB97M-V/def2-TZVPD" s_squared=2.009 spin_multiplicity=3 lumo_ev="0.831 / -0.899"
C -1.27348 -0.29915 -0.56080 -1.254 -1.597 0.667 0.2046
C -0.63066 0.51906 -1.50599 0.874 2.971 -1.635 0.4962
C 0.66594 0.20438 0.91667 1.600 -0.521 -1.681 0.6752
N -0.92646 1.89111 -1.65599 -0.493 -0.917 0.232 0.0784
N -0.09532 0.22140 2.00764 0.579 -1.706 2.021 0.2239
O -0.85373 -1.63546 -0.89185 -0.793 2.320 0.497 0.0380
O -2.07306 0.00253 0.34302 1.299 -1.026 -2.661 0.1777
Si 1.88995 -1.10835 0.26754 -1.526 0.258 2.419 0.0265
H 0.34077 0.22774 -1.96070 -1.031 -0.024 0.465 0.0299
H 0.53726 1.14392 0.46429 0.434 0.986 -1.097 -0.0013
H -0.31466 2.55157 -1.21505 0.984 0.146 -0.217 0.0432
H -1.84345 2.18965 -1.35969 -0.378 -0.574 0.107 -0.0054
H 0.02442 -0.54135 2.65463 -0.543 0.442 0.397 -0.0073
H -0.61498 1.03785 2.21851 -0.456 0.127 0.483 -0.0109
H -1.37274 -2.13286 -0.28376 -0.567 -1.289 0.887 -0.0033
H 2.27123 -1.25583 -1.11808 -0.073 0.425 -0.688 0.0063
H 1.23860 -2.49534 0.61856 1.025 1.065 0.121 0.0088
H 3.03035 -0.52086 1.06106 0.320 -1.087 -0.317 0.0193



# 8
9
Properties=species:S:1:pos:R:3:forces:R:3:mulliken_charge:R:1 method="wB97M-V/def2-TZVPD" lumo_ev=-0.683
C -1.29150 -1.05283 -0.15176 1.472 -0.358 -1.599 -0.1288
N 1.01694 2.69378 -0.28219 0.147 -0.088 -0.477 -0.4361
N 1.52623 1.70996 -0.07981 -1.050 1.112 -0.496 0.7631
N -1.27130 -0.01136 0.57117 -0.765 -1.189 -0.252 -0.4076
N 2.03780 0.74372 0.41471 0.876 -0.681 1.707 -0.5575
I 2.56280 -0.97703 -0.41148 0.108 -0.346 -0.699 0.2409
H -2.04087 -1.88438 -0.33348 0.382 1.208 0.807 0.2162
H -0.39584 -1.13675 -0.77951 -0.271 -0.479 -0.102 0.0825
H -2.14425 -0.08510 1.05234 -0.899 0.821 1.112 0.2272



# 9
25
Properties=species:S:1:pos:R:3:forces:R:3:mulliken_charge:R:1 method="wB97M-V/def2-TZVPD" lumo_ev=0.727 smiles="CC(C)=C[Si@H](Br)c1ccccc1"
C 2.42124 0.98221 -2.39167 1.708 1.194 0.851 -0.1393
C 2.80478 0.61122 -1.08444 -1.765 -1.555 -1.489 -0.9118
C 1.25630 0.53115 -2.91773 -0.882 -1.364 0.119 -0.6846
C 1.98003 -0.29639 -0.39213 0.687 0.742 1.492 -0.0666
C 0.54403 -0.44851 -2.22016 -2.625 -1.510 -2.767 0.0528
C 0.84140 -0.86415 -0.94056 -0.691 0.716 0.034 0.1697
C -0.97868 -1.14332 1.68902 -0.418 2.348 -3.086 -0.5641
C -1.46559 0.12137 1.72149 -1.402 -1.153 -0.396 0.7807
C -2.07810 0.69768 2.94673 2.258 -1.403 2.210 -1.3186
C -1.58395 1.10366 0.56786 1.670 -2.149 -0.234 -1.3579
Si -0.41419 -1.84850 0.08119 0.196 -1.244 -2.143 0.4959
Br 0.88470 -3.63906 0.62696 -0.482 0.024 0.049 -0.3240
H 3.09302 1.65691 -2.96638 -0.641 -0.484 0.451 0.3127
H 3.78535 0.85154 -0.81067 1.048 0.560 1.042 0.4017
H 0.89410 0.80728 -3.88284 0.063 0.216 -0.549 0.4188
H 2.13308 -0.53649 0.67654 0.552 0.162 -0.661 0.2541
H -0.31516 -1.02586 -2.86693 1.839 1.679 1.921 0.0741
H -1.14598 -1.79698 2.46360 -0.053 -1.248 2.020 0.5390
H -1.13585 0.71494 3.63030 -1.791 0.954 -0.625 0.2555
H -2.51882 1.61260 2.67884 -0.222 1.530 0.409 0.3681
H -2.80946 0.12945 3.54551 0.254 -0.275 -0.708 0.3493
H -0.86731 1.86167 0.76887 1.092 0.794 -0.135 0.3594
H -2.48934 1.65473 0.58768 -1.246 -0.095 -0.291 0.5133
H -1.32543 0.58512 -0.38524 -0.495 0.904 0.443 0.1494
H -1.51015 -2.32224 -1.12585 1.346 0.657 2.041 -0.1276



# 10
7
Properties=species:S:1:pos:R:3:forces:R:3:mulliken_charge:R:1 method="wB97M-V/def2-TZVPD" lumo_ev=-0.678 smiles="[H]/N=P/Cl.S"
N 0.77738 -0.89850 2.17948 1.221 0.080 -0.629 -0.4598
P 0.81151 0.17275 3.30508 0.515 -0.433 -0.695 0.3761
S -1.14653 1.04874 -0.34094 0.518 -1.150 -0.538 -0.2841
Cl -0.87920 -0.26869 4.28404 -0.685 0.071 0.535 -0.1666
H -1.09138 0.07360 -1.32768 -0.087 0.843 0.806 0.1460
H 1.61293 -0.93567 1.54319 -0.954 0.273 0.855 0.2757
H -0.24197 0.36704 0.42310 -0.529 0.316 -0.333 0.1127



Repeat the ninth record exactly.
25
Properties=species:S:1:pos:R:3:forces:R:3:mulliken_charge:R:1 method="wB97M-V/def2-TZVPD" lumo_ev=0.727 smiles="CC(C)=C[Si@H](Br)c1ccccc1"
C 2.42124 0.98221 -2.39167 1.708 1.194 0.851 -0.1393
C 2.80478 0.61122 -1.08444 -1.765 -1.555 -1.489 -0.9118
C 1.25630 0.53115 -2.91773 -0.882 -1.364 0.119 -0.6846
C 1.98003 -0.29639 -0.39213 0.687 0.742 1.492 -0.0666
C 0.54403 -0.44851 -2.22016 -2.625 -1.510 -2.767 0.0528
C 0.84140 -0.86415 -0.94056 -0.691 0.716 0.034 0.1697
C -0.97868 -1.14332 1.68902 -0.418 2.348 -3.086 -0.5641
C -1.46559 0.12137 1.72149 -1.402 -1.153 -0.396 0.7807
C -2.07810 0.69768 2.94673 2.258 -1.403 2.210 -1.3186
C -1.58395 1.10366 0.56786 1.670 -2.149 -0.234 -1.3579
Si -0.41419 -1.84850 0.08119 0.196 -1.244 -2.143 0.4959
Br 0.88470 -3.63906 0.62696 -0.482 0.024 0.049 -0.3240
H 3.09302 1.65691 -2.96638 -0.641 -0.484 0.451 0.3127
H 3.78535 0.85154 -0.81067 1.048 0.560 1.042 0.4017
H 0.89410 0.80728 -3.88284 0.063 0.216 -0.549 0.4188
H 2.13308 -0.53649 0.67654 0.552 0.162 -0.661 0.2541
H -0.31516 -1.02586 -2.86693 1.839 1.679 1.921 0.0741
H -1.14598 -1.79698 2.46360 -0.053 -1.248 2.020 0.5390
H -1.13585 0.71494 3.63030 -1.791 0.954 -0.625 0.2555
H -2.51882 1.61260 2.67884 -0.222 1.530 0.409 0.3681
H -2.80946 0.12945 3.54551 0.254 -0.275 -0.708 0.3493
H -0.86731 1.86167 0.76887 1.092 0.794 -0.135 0.3594
H -2.48934 1.65473 0.58768 -1.246 -0.095 -0.291 0.5133
H -1.32543 0.58512 -0.38524 -0.495 0.904 0.443 0.1494
H -1.51015 -2.32224 -1.12585 1.346 0.657 2.041 -0.1276